Record 1
The following is a DFT calculation (ωB97M-V with the def2-TZVPD basis set) of a molecular structure, C21H31Cl5P2W.

The energy above the lowest of the compared OMol25 structures with the same formula, charge and spin is 140.3 kcal per mole. The calculation puts the HOMO-LUMO gap (spin up / spin down) at 5.883 / 6.231 eV. The expectation value of S² is 2.06. The charge is +2. The value obtained for the HOMO energy (spin up / spin down) is -13.51 / -13.72 eV. As for the spin multiplicity: 3.

Atoms and positions in Å:
W 0.88 -0.21 1.49
Cl -0.03 3.01 7.39
Cl -2.51 0.34 3.37
Cl -2.63 1.76 6.16
Cl 2.73 2.68 5.88
Cl 2.68 1.29 2.92
P -0.03 -2.30 0.63
P -0.44 1.71 1.08
C 1.25 2.20 5.15
C 0.07 1.16 3.24
C 1.17 -1.63 -2.95
C -0.16 -1.73 -3.16
C -2.13 2.26 0.77
C 0.54 3.12 0.57
C 1.50 -3.04 -0.03
C -1.12 1.14 4.02
C 1.70 0.61 -4.03
C 2.09 -0.86 -3.82
C -0.18 0.38 -0.29
C 0.38 -1.75 3.03
C -0.96 -0.97 -4.18
C -0.93 -1.00 -0.35
C 0.88 1.23 -2.96
C -0.46 1.29 -2.98
C -1.21 -3.69 0.62
C 0.03 2.30 5.85
C 1.23 1.64 3.86
C -1.37 0.49 -3.86
C -1.15 1.72 5.30
H 1.19 0.69 -5.01
H -0.80 1.07 -0.91
H -0.98 -1.31 -1.41
H 1.44 1.79 -2.20
H 1.19 -1.50 3.74
H -1.05 -4.38 1.47
H 2.64 1.16 -4.12
H 2.16 -1.35 -4.82
H -0.59 -1.53 3.50
H 3.09 -0.91 -3.35
H 0.16 3.49 -0.39
H -0.47 -1.01 -5.17
H -2.35 0.49 -3.36
H -2.15 2.85 -0.16
H 1.71 -2.35 -2.35
H -1.96 -0.86 0.05
H 0.84 0.37 -0.76
H -0.98 2.15 -2.53
H -2.83 1.42 0.68
H -1.10 -4.26 -0.33
H -0.70 -2.61 -2.79
H 2.34 -2.39 0.25
H 0.44 3.89 1.35
H 0.40 -2.85 2.91
H 1.61 2.88 0.49
H -2.21 -3.24 0.69
H -2.49 2.88 1.60
H -1.92 -1.51 -4.29
H -1.52 0.99 -4.84
H 1.66 -4.03 0.42
H 1.44 -3.15 -1.12

Record 2
The following is a DFT calculation (ωB97M-V with the def2-TZVPD basis set) of a molecular structure, C3H7N3O.

The energy above the lowest of the compared OMol25 structures with the same formula, charge and spin is 94.0 kcal per mole. The calculation puts the HOMO-LUMO gap at 9.053 eV. The charge is 0. The value obtained for the HOMO energy is -8.35 eV.

Atoms and positions in Å:
O 1.74 0.43 1.23
N 0.92 -0.14 -1.10
N -0.33 -0.53 1.27
N 0.01 1.70 -0.21
C 0.53 0.17 0.67
C 0.41 1.25 -1.29
C -1.61 -0.82 0.68
H -2.10 0.05 0.24
H 1.92 -0.35 -1.07
H -2.28 -1.21 1.45
H 0.45 -0.87 -1.63
H -1.55 -1.59 -0.10
H 1.62 0.34 2.19
H 0.28 1.58 -2.32

Record 3
The following is a DFT calculation (ωB97M-V with the def2-TZVPD basis set) of a single C15H21N3OS molecule.

The energy above the lowest of the compared OMol25 structures with the same formula, charge and spin is 14.7 kcal per mole. The calculation puts the HOMO-LUMO gap at 8.959 eV. The charge is 0. The value obtained for the HOMO energy is -8.15 eV. The SMILES is CCCCCOc1ccc(CSc2n[nH]c(C)n2)cc1.

Atoms and positions in Å:
S 3.44 2.26 -0.03
O -0.42 -2.97 -0.05
N 4.93 5.64 -0.81
N 3.11 4.60 -1.38
N 5.00 4.45 -0.18
C 0.91 -1.50 -1.28
C -3.73 -2.92 1.82
C -0.20 -0.63 0.66
C 0.07 -1.70 -0.19
C 1.21 0.81 -0.68
C -4.53 -5.26 1.22
C -2.75 -2.77 0.65
C 3.40 6.88 -2.34
C 3.88 3.85 -0.55
C 1.48 -0.27 -1.52
C -3.94 -4.36 2.29
C 3.79 5.71 -1.53
C 0.37 0.60 0.41
C 1.83 2.14 -0.93
C -1.34 -3.26 0.98
H 2.05 2.30 -1.98
H -3.12 -3.31 -0.22
H 1.11 -2.34 -1.93
H -4.77 -6.24 1.64
H -0.84 -0.74 1.52
H -4.63 -4.33 3.15
H -2.70 -1.71 0.37
H 4.14 7.08 -3.12
H -4.69 -2.50 1.52
H -3.36 -2.33 2.66
H 5.67 6.31 -0.70
H 0.16 1.42 1.08
H -3.83 -5.40 0.40
H -1.33 -4.35 1.05
H 1.21 2.96 -0.56
H -3.00 -4.78 2.65
H 2.44 6.68 -2.81
H -1.00 -2.85 1.94
H -5.45 -4.83 0.82
H 2.13 -0.14 -2.36
H 3.31 7.77 -1.72

Strongest force on any atom per entry: 5.01, 2.62, 0.83 eV Å⁻¹